Entry 1:
Below is a molecular structure, C14H29N5O20S3 in a non-equilibrium geometry, with properties calculated with ωB97M-V/def2-TZVPD.

```
71
Properties=species:S:1:pos:R:3:mulliken_charge:R:1
C 1.26 -3.20 -2.52 -0.25
N 2.35 -4.11 -2.94 0.92
O 3.49 -3.74 -2.71 -0.57
O 2.05 -5.14 -3.49 -0.56
H 0.33 -3.75 -2.44 0.37
H 1.20 -2.45 -3.31 0.30
H 1.51 -2.75 -1.57 -0.23
C -3.98 -2.49 0.61 -0.60
N -5.16 -3.32 1.00 0.97
O -4.97 -4.50 1.22 -0.58
O -6.25 -2.78 1.01 -0.55
H -4.17 -2.14 -0.40 0.30
H -3.06 -3.05 0.75 0.39
H -3.99 -1.65 1.30 0.09
C 4.05 1.04 -1.63 -0.69
N 2.66 0.88 -2.13 0.79
O 2.10 -0.17 -1.88 -0.28
O 2.17 1.81 -2.74 -0.52
H 4.48 0.04 -1.61 0.11
H 4.03 1.47 -0.63 0.28
H 4.59 1.71 -2.28 0.36
C -1.39 -0.96 -1.84 -0.69
N -2.03 -1.23 -3.16 1.08
O -1.88 -0.43 -4.05 -0.60
O -2.67 -2.26 -3.25 -0.59
H -0.56 -0.27 -1.91 0.22
H -1.14 -1.94 -1.44 0.12
H -2.20 -0.57 -1.23 0.38
C 1.49 5.40 1.74 -0.30
C 1.46 6.22 0.47 -0.38
O 0.15 5.96 -0.07 -0.32
S -0.18 4.42 0.14 1.04
O 0.33 3.68 -0.94 -0.44
O -1.51 4.27 0.54 -0.51
O 0.76 4.21 1.42 -0.28
H 1.08 5.89 2.62 0.28
H 2.50 5.13 2.06 0.30
H 2.24 5.86 -0.21 0.28
H 1.54 7.29 0.61 0.32
C -0.69 0.60 1.94 -0.04
C 0.53 0.70 1.03 0.13
O 1.05 -0.61 0.84 -0.21
S 0.27 -1.74 1.66 1.02
O 1.01 -2.27 2.72 -0.58
O -0.24 -2.63 0.68 -0.59
O -0.84 -0.79 2.28 -0.37
H -1.59 0.81 1.37 0.09
H -0.64 1.21 2.84 0.28
H 1.28 1.37 1.44 0.22
H 0.26 1.12 0.06 -0.01
C 4.23 -2.77 0.27 0.55
C 5.57 -2.07 0.15 -0.68
O 5.35 -0.80 0.77 -0.31
S 4.55 -1.10 2.14 1.15
O 3.70 -0.02 2.44 -0.49
O 5.48 -1.54 3.11 -0.59
O 3.74 -2.35 1.55 -0.22
H 4.39 -3.85 0.26 0.33
H 3.48 -2.55 -0.49 -0.39
H 6.03 -2.00 -0.83 0.36
H 6.26 -2.63 0.80 0.38
N -4.92 1.13 1.70 0.07
C -4.70 1.89 0.58 -0.54
C -5.69 1.57 -0.32 -0.63
C -6.51 0.58 0.27 -0.35
C -6.05 0.37 1.54 -0.73
H -4.43 1.25 2.57 0.22
H -4.02 2.72 0.59 0.59
H -5.79 2.06 -1.27 0.45
H -7.41 0.17 -0.16 0.47
H -6.37 -0.27 2.34 0.45
```

## Properties
DFT total energy, eV: -95880.1149
Spin multiplicity: 1
Energy above the lowest of the compared OMol25 structures with the same formula, charge and spin, kJ/mol: 0.0
HOMO energy, eV: -8.42
LUMO energy, eV: -0.3

Entry 2:
Below is 2 unconnected molecules or ions with the total composition C14H29NO2 in a non-equilibrium geometry, with properties calculated with ωB97M-V/def2-TZVPD.

```
46
Properties=species:S:1:pos:R:3:nbo_charge:R:1
C -3.85 2.38 -2.64 -0.62
C -3.01 1.23 -3.21 -0.22
C -2.12 1.80 -4.33 -0.60
C -2.07 0.57 -2.18 -0.40
C -2.60 0.45 -0.74 -0.26
C -2.66 -1.01 -0.28 -0.60
C -1.77 1.25 0.27 -0.05
O -0.53 0.63 0.62 -0.52
C 0.59 1.01 -0.10 0.04
C 1.81 1.35 0.75 0.22
N 2.63 0.38 0.79 -0.36
C 2.09 -0.80 0.09 -0.24
C 1.20 -0.13 -0.96 -0.43
H -4.02 3.12 -3.41 0.21
H -4.84 2.03 -2.35 0.21
H -3.38 2.85 -1.78 0.20
H -3.63 0.46 -3.68 0.20
H -1.26 1.15 -4.54 0.20
H -2.69 2.03 -5.23 0.21
H -1.70 2.74 -3.97 0.19
H -1.11 1.08 -2.23 0.19
H -1.87 -0.45 -2.53 0.21
H -3.62 0.84 -0.64 0.22
H -3.15 -1.63 -1.04 0.21
H -3.29 -1.09 0.61 0.21
H -1.68 -1.42 -0.06 0.21
H -1.60 2.28 -0.07 0.17
H -2.33 1.32 1.20 0.20
H 0.42 1.86 -0.77 0.20
H 2.06 2.28 1.23 0.23
H 3.55 0.35 1.26 0.50
H 2.78 -1.60 -0.15 0.28
H 1.39 -1.21 0.83 0.24
H 0.47 -0.81 -1.38 0.24
H 1.84 0.29 -1.73 0.21
C 4.49 -2.48 4.56 -0.63
C 3.61 -1.77 3.52 0.12
C 2.29 -2.55 3.41 -0.62
O 4.25 -1.71 2.32 -0.98
H 4.72 -3.49 4.22 0.19
H 5.42 -1.94 4.70 0.20
H 3.99 -2.55 5.54 0.17
H 3.33 -0.78 3.98 0.07
H 2.48 -3.57 3.05 0.20
H 1.60 -2.07 2.70 0.16
H 1.76 -2.62 4.37 0.18
```

## Properties
DFT total energy, eV: -20569.5060
Spin multiplicity: 1
Energy above the lowest of the compared OMol25 structures with the same formula, charge and spin, kJ/mol: 292.4
HOMO energy, eV: -6.01
LUMO energy, eV: -1.1

Entry 3:
Below is a single C14H29NO3 molecule, with properties calculated with ωB97M-V/def2-TZVPD.

```
47
Properties=species:S:1:pos:R:3:nbo_charge:R:1
C 4.32 -3.20 5.88 -0.26
O 3.14 -3.31 5.10 -0.51
C 2.50 -2.17 4.83 0.80
O 2.88 -1.09 5.21 -0.60
C 1.24 -2.42 4.03 -0.50
C 1.05 -1.35 2.95 -0.39
C 2.09 -1.48 1.84 -0.39
C 2.02 -0.35 0.81 -0.39
C 0.74 -0.38 -0.03 -0.39
C 0.76 0.68 -1.12 -0.38
C -0.53 0.68 -1.94 -0.39
C -0.50 1.74 -3.04 -0.42
C -1.77 1.77 -3.90 0.08
O -1.50 2.35 -5.16 -0.72
C -2.92 2.50 -3.17 -0.23
N -4.27 2.27 -3.64 -0.44
C -4.51 2.76 -4.99 -0.41
C -4.73 0.91 -3.48 -0.41
H 4.08 -2.77 6.86 0.19
H 4.71 -4.21 5.99 0.20
H 5.05 -2.56 5.39 0.19
H 0.40 -2.39 4.73 0.24
H 1.30 -3.42 3.59 0.22
H 0.05 -1.45 2.53 0.20
H 1.13 -0.37 3.42 0.22
H 1.97 -2.44 1.34 0.19
H 3.09 -1.46 2.30 0.20
H 2.87 -0.44 0.14 0.20
H 2.09 0.61 1.32 0.20
H -0.13 -0.21 0.62 0.19
H 0.63 -1.37 -0.48 0.19
H 1.61 0.51 -1.78 0.19
H 0.89 1.67 -0.66 0.19
H -0.66 -0.30 -2.40 0.20
H -1.38 0.86 -1.28 0.19
H 0.35 1.54 -3.70 0.21
H -0.34 2.73 -2.59 0.19
H -2.06 0.74 -4.13 0.17
H -1.26 3.28 -5.03 0.46
H -2.73 3.58 -3.21 0.19
H -2.90 2.20 -2.11 0.20
H -4.21 3.81 -5.04 0.19
H -3.96 2.20 -5.76 0.18
H -5.57 2.69 -5.19 0.19
H -5.81 0.89 -3.63 0.20
H -4.52 0.58 -2.46 0.20
H -4.27 0.20 -4.18 0.16
```

## Properties
DFT total energy, eV: -22621.2054
Spin multiplicity: 1
Structure (SMILES): COC(=O)CCCCCCCC[C@H](O)CN(C)C
Energy above the lowest of the compared OMol25 structures with the same formula, charge and spin, kJ/mol: 26.6
HOMO energy, eV: -8.16
LUMO energy, eV: 0.9

Entry 4:
Below is a single C14H29NO3 molecule, with properties calculated with ωB97M-V/def2-TZVPD.

```
47
Properties=species:S:1:pos:R:3:nbo_charge:R:1
C -7.64 -1.46 -1.20 -0.26
O -6.82 -0.95 -0.15 -0.51
C -6.26 0.25 -0.37 0.80
O -6.43 0.88 -1.37 -0.60
C -5.38 0.65 0.79 -0.49
C -3.94 0.22 0.50 -0.39
C -3.00 0.63 1.63 -0.39
C -1.57 0.13 1.43 -0.39
C -0.84 0.80 0.26 -0.39
C 0.60 0.33 0.15 -0.39
C 1.33 1.01 -1.01 -0.39
C 2.75 0.50 -1.21 -0.42
C 3.73 1.03 -0.16 0.09
O 3.89 2.43 -0.24 -0.71
C 5.10 0.34 -0.30 -0.24
N 5.01 -1.11 -0.26 -0.44
C 4.69 -1.60 1.07 -0.42
C 6.23 -1.73 -0.75 -0.41
H -8.01 -2.42 -0.85 0.19
H -8.46 -0.78 -1.40 0.19
H -7.05 -1.58 -2.11 0.19
H -5.74 0.17 1.70 0.22
H -5.43 1.74 0.90 0.23
H -3.91 -0.87 0.38 0.20
H -3.63 0.67 -0.44 0.21
H -3.38 0.23 2.57 0.20
H -2.99 1.72 1.71 0.20
H -1.59 -0.95 1.26 0.19
H -1.01 0.31 2.34 0.20
H -0.86 1.89 0.41 0.20
H -1.36 0.59 -0.67 0.19
H 0.62 -0.75 0.00 0.19
H 1.12 0.54 1.08 0.19
H 0.76 0.84 -1.93 0.20
H 1.36 2.09 -0.84 0.21
H 3.11 0.81 -2.20 0.19
H 2.78 -0.59 -1.17 0.23
H 3.34 0.87 0.84 0.17
H 4.17 2.65 -1.14 0.46
H 5.78 0.74 0.47 0.17
H 5.51 0.61 -1.28 0.19
H 3.72 -1.22 1.38 0.20
H 4.64 -2.69 1.04 0.20
H 5.44 -1.30 1.82 0.16
H 7.11 -1.47 -0.15 0.16
H 6.40 -1.40 -1.78 0.20
H 6.10 -2.81 -0.75 0.20
```

## Properties
DFT total energy, eV: -22621.2568
Spin multiplicity: 1
Structure (SMILES): COC(=O)CCCCCCCC[C@H](O)CN(C)C
Energy above the lowest of the compared OMol25 structures with the same formula, charge and spin, kJ/mol: 21.7
HOMO energy, eV: -8.65
LUMO energy, eV: 0.9

Entry 5:
Below is a molecular structure, C14H30BaF12NO10PS2 in a non-equilibrium geometry, with properties calculated with ωB97M-V/def2-TZVPD.

```
71
Properties=species:S:1:pos:R:3:mulliken_charge:R:1
Ba -0.27 0.18 0.08 -0.07
P -3.04 2.12 1.80 1.72
F -3.32 3.08 0.55 -0.37
F -1.42 2.42 1.60 -0.43
F -3.31 3.47 2.71 -0.37
F -2.70 1.25 3.09 -0.41
F -4.63 1.79 1.90 -0.39
F -2.90 0.80 0.82 -0.63
C 3.11 -2.25 -2.45 0.60
F 3.25 -2.92 -1.30 -0.21
F 3.95 -1.23 -2.41 -0.19
F 3.40 -3.02 -3.47 -0.22
S 1.27 -1.65 -2.52 0.52
O 0.86 -2.07 -3.83 -0.56
O 0.63 -2.29 -1.40 -0.27
N 1.30 0.07 -2.11 0.09
S 1.57 0.71 -3.57 0.71
O 2.65 0.14 -4.35 -0.61
O 0.41 0.90 -4.39 -0.71
C 2.09 2.44 -3.04 0.59
F 3.31 2.36 -2.48 -0.22
F 2.19 3.21 -4.11 -0.22
F 1.25 2.97 -2.17 -0.15
C 1.86 2.76 2.02 -0.93
O 1.92 1.61 1.16 0.50
C 3.20 1.00 1.38 -0.93
C 3.21 -0.36 0.70 -0.40
O 2.05 -1.08 1.01 0.98
C 2.24 -2.16 1.92 -0.63
H 2.33 3.59 1.49 0.23
H 2.26 2.68 3.03 0.38
H 0.80 3.01 2.11 0.14
H 3.42 0.81 2.44 0.41
H 3.97 1.62 0.93 0.45
H 4.09 -1.00 0.88 0.48
H 3.21 -0.25 -0.38 -0.19
H 2.89 -2.85 1.36 0.34
H 1.29 -2.63 2.15 -0.33
H 2.77 -1.88 2.83 0.33
C -3.05 -1.52 -1.69 -0.90
O -2.33 -0.31 -1.51 0.34
C -2.45 0.48 -2.71 -0.49
C -2.41 1.98 -2.39 -0.89
O -1.31 2.34 -1.54 0.61
C -1.33 3.74 -1.32 -1.20
H -2.79 -2.01 -2.63 0.37
H -4.13 -1.34 -1.66 0.34
H -2.90 -2.18 -0.83 -0.03
H -3.27 0.24 -3.39 0.50
H -1.54 0.40 -3.31 0.11
H -3.40 2.18 -1.96 0.28
H -2.32 2.61 -3.28 0.53
H -0.62 4.05 -0.55 0.16
H -2.27 4.16 -0.95 0.40
H -0.92 4.22 -2.21 0.44
C -0.65 -4.34 0.58 -1.01
O -1.03 -3.01 0.96 0.24
C -1.43 -3.03 2.31 -0.85
C -1.61 -1.62 2.82 -0.50
O -0.41 -0.88 2.65 0.35
C -0.08 -0.07 3.76 -0.86
H -0.86 -4.46 -0.48 0.20
H -1.24 -5.06 1.15 0.46
H 0.40 -4.56 0.76 0.27
H -0.68 -3.55 2.93 0.36
H -2.36 -3.58 2.55 0.58
H -2.14 -1.51 3.76 0.52
H -2.28 -1.18 2.06 0.01
H -0.10 -0.60 4.71 0.37
H -0.61 0.88 3.83 0.27
H 0.98 0.21 3.62 0.02
```

## Properties
DFT total energy, eV: -101237.5298
Spin multiplicity: 1
Energy above the lowest of the compared OMol25 structures with the same formula, charge and spin, kJ/mol: 183.6
HOMO energy, eV: -10.14
LUMO energy, eV: -0.1

Entry 6:
Below is 8 unconnected molecules or ions with the total composition C14H30Br12N2O4 in a non-equilibrium geometry, with properties calculated with ωB97M-V/def2-TZVPD.

```
62
Properties=species:S:1:pos:R:3:nbo_charge:R:1
C -4.07 -2.61 -1.58 -0.49
N -4.41 -3.92 -2.20 0.53
O -5.48 -4.06 -2.73 -0.38
O -3.54 -4.77 -2.14 -0.38
H -3.81 -1.96 -2.42 0.23
H -3.25 -2.74 -0.89 0.24
H -4.98 -2.21 -1.14 0.23
C -3.90 4.29 -0.20 -0.49
N -3.90 3.98 1.25 0.54
O -4.69 4.55 1.96 -0.35
O -3.07 3.18 1.62 -0.40
H -4.89 4.56 -0.56 0.24
H -3.51 3.42 -0.72 0.24
H -3.18 5.09 -0.36 0.23
Br -0.97 1.37 3.92 -0.02
C 0.39 1.11 5.31 -0.44
C 1.46 2.16 5.22 -0.44
Br 2.60 2.13 6.81 -0.01
H 0.76 0.09 5.19 0.22
H -0.18 1.11 6.23 0.23
H 0.99 3.14 5.24 0.23
H 2.11 2.09 4.35 0.23
Br 1.17 0.13 -5.22 -0.02
C 2.53 0.82 -3.98 -0.44
C 3.57 1.63 -4.73 -0.44
Br 5.14 1.80 -3.58 -0.02
H 2.95 -0.05 -3.48 0.22
H 2.03 1.43 -3.23 0.23
H 3.24 2.63 -4.97 0.23
H 3.90 1.15 -5.65 0.23
Br 3.48 -6.02 4.32 -0.02
C 2.78 -5.16 2.70 -0.44
C 1.47 -4.48 3.00 -0.44
Br 1.12 -3.11 1.68 -0.03
H 2.73 -5.93 1.94 0.23
H 3.57 -4.48 2.40 0.23
H 1.54 -3.94 3.95 0.23
H 0.60 -5.12 3.01 0.23
Br 1.32 0.48 -0.68 -0.03
C -0.48 -0.31 -0.46 -0.44
C -1.33 0.61 0.38 -0.45
Br -2.82 -0.40 1.18 -0.02
H -0.33 -1.25 0.06 0.23
H -0.90 -0.57 -1.43 0.24
H -1.75 1.45 -0.16 0.23
H -0.77 0.98 1.23 0.24
Br -0.65 -3.29 -3.21 -0.03
C 0.98 -3.77 -2.21 -0.43
C 2.16 -2.99 -2.75 -0.42
Br 3.68 -3.24 -1.50 -0.03
H 1.13 -4.84 -2.32 0.23
H 0.79 -3.40 -1.21 0.23
H 1.96 -1.92 -2.79 0.22
H 2.52 -3.32 -3.72 0.23
Br -0.76 3.42 -1.97 -0.04
C 0.19 4.68 -0.78 -0.42
C 0.29 4.03 0.58 -0.46
Br 1.56 5.04 1.69 -0.01
H -0.28 5.66 -0.77 0.23
H 1.19 4.70 -1.21 0.23
H 0.65 3.01 0.54 0.24
H -0.63 3.95 1.17 0.24
```

## Properties
DFT total energy, eV: -866680.0089
Spin multiplicity: 1
Structure (SMILES): C[N+](=O)[O-].C[N+](=O)[O-].BrCCBr.BrCCBr.BrCCBr.BrCCBr.BrCCBr.BrCCBr
Energy above the lowest of the compared OMol25 structures with the same formula, charge and spin, kJ/mol: 0.0
HOMO energy, eV: -10.27
LUMO energy, eV: -0.1

Entry 7:
Below is 2 unconnected molecules or ions with the total composition C14H30Br2N4P in a non-equilibrium geometry, with properties calculated with ωB97M-V/def2-TZVPD.

```
51
Properties=species:S:1:pos:R:3:nbo_charge:R:1
C -1.96 0.74 0.78 -0.63
C -1.66 -0.34 -0.38 -0.73
P -0.11 -0.01 -1.37 0.73
C 0.07 1.88 -1.53 -0.95
C 1.45 -0.67 -0.45 -0.33
C 1.20 -0.81 1.14 0.06
N 0.42 -2.05 1.30 -0.50
C -0.31 -2.06 2.37 0.39
C -0.12 -1.16 3.63 -0.73
C -1.50 -3.10 2.42 -0.68
N 2.48 -1.00 1.90 -0.62
C 3.56 -1.46 1.01 -0.25
C 3.89 -0.25 0.02 -0.25
N 2.65 0.15 -0.78 -0.39
C 3.05 0.12 -2.22 -0.31
C 4.05 1.33 -2.47 0.08
N 4.68 1.52 -3.58 -0.52
H -2.25 0.15 1.69 0.22
H -2.85 1.35 0.49 0.23
H -1.07 1.38 1.00 0.19
H -2.52 -0.23 -1.11 0.27
H -1.74 -1.38 0.02 0.26
H 0.56 2.26 -0.60 0.20
H -0.93 2.38 -1.65 0.28
H 0.66 2.16 -2.44 0.24
H 1.60 -1.70 -0.86 0.26
H 0.66 0.12 1.45 0.20
H 0.84 -1.43 4.17 0.26
H -0.03 -0.07 3.38 0.22
H -0.94 -1.27 4.39 0.24
H -1.98 -3.03 3.43 0.22
H -2.29 -2.89 1.66 0.24
H -1.11 -4.15 2.35 0.25
H 2.70 -0.08 2.30 0.36
H 4.45 -1.68 1.67 0.25
H 3.30 -2.41 0.48 0.23
H 4.73 -0.59 -0.63 0.24
H 4.26 0.62 0.62 0.23
H 2.48 1.13 -0.52 0.44
H 2.21 0.27 -2.94 0.27
H 3.59 -0.83 -2.47 0.25
H 4.26 2.04 -1.63 0.18
H 4.41 0.78 -4.23 0.34
Br -4.19 0.54 -2.68 -0.02
C -5.76 1.60 -2.21 -0.44
C -5.60 2.24 -0.85 -0.45
Br -5.87 0.94 0.58 -0.01
H -6.62 0.94 -2.27 0.24
H -5.84 2.36 -2.98 0.24
H -6.37 3.00 -0.69 0.24
H -4.62 2.68 -0.70 0.22
```

## Properties
DFT total energy, eV: -170329.5355
Spin multiplicity: 1
HOMO energy, eV: -11.10
Total charge: +1
LUMO energy, eV: -2.8

Entry 8:
Below is 5 unconnected molecules or ions with the total composition C14H30Br8N3O2 in a non-equilibrium geometry, with properties calculated with ωB97M-V/def2-TZVPD.

```
57
Properties=species:S:1:pos:R:3:nbo_charge:R:1
C 0.16 5.95 -1.52 -0.63
C 0.80 7.15 -0.84 0.08
O 1.83 7.70 -1.62 -0.67
C 1.38 6.70 0.56 -0.11
O 2.82 6.63 0.52 -0.32
N 3.25 5.41 0.97 -0.29
C 3.33 4.33 0.21 0.67
N 3.71 4.27 -1.07 -0.54
C 3.43 2.86 -1.48 -0.25
C 2.49 2.36 -0.42 -0.24
N 3.02 3.12 0.77 -0.56
H -0.76 5.68 -1.02 0.24
H -0.01 6.19 -2.56 0.24
H 0.87 5.12 -1.47 0.16
H 0.07 7.92 -0.62 0.20
H 2.22 6.99 -2.15 0.45
H 1.06 7.41 1.31 0.21
H 0.95 5.74 0.82 0.17
H 3.53 5.34 1.94 0.41
H 3.09 4.84 -1.65 0.41
H 4.34 2.29 -1.50 0.23
H 2.94 2.75 -2.44 0.23
H 2.59 1.32 -0.19 0.25
H 1.45 2.57 -0.67 0.21
H 2.33 3.32 1.48 0.41
Br 1.18 1.03 1.96 -0.07
C 0.14 -0.52 2.55 -0.42
C -0.11 -1.45 1.40 -0.47
Br -1.49 -0.75 0.22 -0.02
H -0.76 -0.13 3.00 0.24
H 0.75 -1.00 3.31 0.24
H -0.49 -2.40 1.75 0.26
H 0.77 -1.62 0.78 0.24
Br -5.22 1.14 -1.10 -0.02
C -5.74 -0.33 0.07 -0.44
C -5.87 -1.62 -0.68 -0.46
Br -7.51 -1.68 -1.72 0.00
H -6.66 -0.03 0.56 0.24
H -4.94 -0.40 0.81 0.23
H -5.93 -2.46 0.01 0.23
H -5.05 -1.79 -1.38 0.23
Br 2.20 -3.12 -1.47 -0.03
C 1.09 -4.70 -1.69 -0.44
C -0.18 -4.59 -0.90 -0.45
Br 0.13 -4.88 1.01 -0.03
H 1.69 -5.55 -1.39 0.24
H 0.87 -4.77 -2.75 0.24
H -0.89 -5.37 -1.19 0.25
H -0.66 -3.62 -0.99 0.23
Br -0.44 -8.99 -0.84 -0.02
C -0.67 -8.54 1.04 -0.45
C -1.20 -9.71 1.83 -0.45
Br -3.10 -9.98 1.52 -0.01
H -1.32 -7.68 1.08 0.23
H 0.32 -8.27 1.38 0.23
H -1.10 -9.52 2.90 0.23
H -0.70 -10.64 1.58 0.23
```

## Properties
DFT total energy, eV: -583901.1725
Spin multiplicity: 1
HOMO energy, eV: -11.50
Total charge: +1
LUMO energy, eV: -3.6

Number 1: HOMO-LUMO gap 8.14 eV. Number 2: HOMO-LUMO gap 4.94 eV. Number 3: HOMO-LUMO gap 9.08 eV. Number 4: HOMO-LUMO gap 9.58 eV. Number 5: HOMO-LUMO gap 10.04 eV. Number 6: HOMO-LUMO gap 10.15 eV. Number 7: HOMO-LUMO gap 8.32 eV. Number 8: HOMO-LUMO gap 7.87 eV.